Below is a cluster of 11 separate species, C30H68N2O18P in total at a distorted geometry, with properties calculated with ωB97M-V with the def2-TZVPD basis set.

```
119
Properties=species:S:1:pos:R:3:forces:R:3
N -2.918 2.496 -2.613 -0.147 3.238 4.973
H -3.259 3.133 -3.241 -1.077 1.981 -1.862
H -3.191 1.631 -2.759 -1.031 -5.777 -1.511
H -3.323 2.586 -1.621 0.850 0.334 -0.989
H -1.948 2.576 -2.407 2.300 -0.441 0.662
N 1.734 1.960 -0.425 -2.195 3.516 5.260
H 1.315 1.865 0.568 0.220 -0.943 -2.183
H 2.477 2.555 -0.358 3.122 1.789 0.541
H 1.071 2.469 -0.927 -2.858 1.159 -0.742
H 1.888 1.250 -0.978 0.998 -5.796 -2.646
P -1.220 0.949 -0.302 6.564 5.618 0.473
O -0.329 0.339 0.761 -0.061 -0.819 2.020
O -1.022 2.576 -0.305 -1.069 0.850 1.719
O -2.594 0.642 -0.424 -8.288 -1.998 0.464
O -0.556 0.806 -1.607 2.541 -2.533 -5.739
O 2.685 4.647 0.785 -2.109 3.490 -0.017
C 2.257 5.842 0.932 0.451 -5.508 -1.000
O 1.003 6.253 0.722 0.578 -0.307 0.391
C 0.014 5.342 0.206 -2.791 -1.614 2.714
C -1.321 6.042 0.131 -1.227 -5.706 1.525
C 3.179 6.849 1.439 2.327 -2.433 -1.155
H -0.396 4.375 0.821 2.220 1.826 -0.870
H 0.316 4.903 -0.654 1.301 -0.997 -2.826
H -2.162 5.367 -0.294 1.810 0.681 0.230
H -1.468 6.941 -0.211 -0.100 5.092 -2.200
H -1.602 6.006 1.156 -0.656 0.741 1.091
H 3.411 6.421 2.445 0.545 1.137 -0.798
H 2.650 7.692 1.356 -1.568 3.774 0.807
H 4.003 6.942 0.631 -0.783 -0.467 1.923
O 1.625 -3.726 2.698 -0.608 0.195 1.015
C 0.508 -3.662 3.175 -0.996 1.403 -2.285
O -0.022 -4.511 4.029 0.081 -0.947 2.064
C 0.935 -5.316 4.835 -0.230 -0.158 -1.803
C 0.198 -6.549 5.357 0.877 -1.062 -4.402
C -0.576 -2.638 2.704 3.267 -1.551 -1.643
H 1.435 -4.654 5.472 -0.060 1.072 1.942
H 1.749 -5.435 4.136 0.190 -1.345 -0.340
H -0.123 -7.029 4.359 0.127 0.623 1.192
H -0.715 -6.330 5.789 -1.585 0.592 1.475
H 0.697 -7.426 5.757 0.613 0.682 0.749
H -0.981 -2.021 3.354 -1.678 2.157 4.764
H -1.454 -2.976 2.255 -1.042 -1.564 -1.165
H -0.198 -1.816 2.139 1.028 -0.016 -1.529
O 0.854 -3.142 -3.534 1.472 2.690 -1.895
C 1.487 -2.131 -3.946 -2.004 -3.324 2.817
O 2.788 -2.215 -4.199 -0.064 1.818 -1.209
C 3.468 -3.415 -4.371 1.907 -1.776 0.086
C 4.882 -3.115 -5.058 0.268 -0.694 6.315
C 0.937 -0.734 -3.831 11.346 -2.509 -6.126
H 2.958 -4.184 -5.004 -0.056 0.983 0.311
H 3.582 -3.912 -3.393 0.092 0.359 -0.216
H 5.537 -3.983 -4.886 -0.271 0.013 0.300
H 5.488 -2.253 -4.658 -1.146 -0.582 -0.628
H 4.715 -3.165 -6.014 -0.634 0.760 -5.595
H 0.327 -0.693 -3.208 -10.051 0.397 9.937
H 0.618 -0.327 -4.673 -1.396 1.563 -4.087
H 1.741 -0.119 -3.476 0.635 0.452 0.099
O -3.588 1.599 5.140 1.398 0.599 -3.559
C -3.149 1.807 3.958 -0.804 -1.723 5.884
O -3.687 2.798 3.312 0.022 0.647 0.341
C -3.387 2.970 1.961 -4.082 1.634 -0.661
C -4.472 3.927 1.410 2.376 2.591 -1.345
C -2.097 0.915 3.393 5.005 3.130 10.827
H -3.573 2.122 1.437 -0.396 -3.199 -1.331
H -2.437 3.182 1.692 3.359 1.351 -0.326
H -4.205 5.005 1.763 -1.577 -1.715 0.571
H -5.489 3.495 1.413 0.507 0.776 0.575
H -4.235 4.252 0.342 -0.201 -1.359 0.675
H -2.300 0.671 2.574 -3.452 -3.898 -12.745
H -1.920 -0.016 3.968 -0.500 0.888 0.141
H -1.043 1.316 3.159 -1.603 0.204 0.756
O -2.492 -4.857 -0.905 -0.986 0.797 0.568
C -2.537 -3.716 -0.496 1.239 -0.743 0.362
O -3.480 -3.333 0.466 1.427 -0.179 -0.575
C -3.620 -1.932 0.895 1.919 -0.923 3.388
C -4.484 -1.921 2.218 3.638 3.955 -2.266
C -1.512 -2.668 -0.880 2.099 -2.028 1.059
H -4.091 -1.493 0.129 -2.164 1.916 -2.634
H -2.700 -1.251 1.008 -0.779 -1.680 -0.095
H -5.265 -2.479 2.055 -4.346 -3.299 -0.797
H -4.885 -0.871 2.243 0.694 -0.801 0.740
H -3.961 -2.287 3.065 0.589 0.187 0.866
H -1.137 -2.213 0.073 0.123 -0.093 -1.337
H -2.069 -2.015 -1.374 -2.645 3.999 -1.510
H -0.765 -2.815 -1.757 -0.765 -1.014 2.145
O 3.999 -2.741 -0.705 -1.242 3.044 -0.683
C 3.264 -1.732 -0.730 0.814 -2.656 1.154
O 3.587 -0.499 -1.158 -0.791 -0.038 -1.573
C 4.807 -0.262 -1.910 1.606 -2.078 1.791
C 4.779 1.162 -2.345 -4.329 -2.233 2.972
C 1.841 -1.719 -0.259 1.792 -6.189 1.068
H 4.983 -1.026 -2.790 -0.445 1.266 2.116
H 5.449 -0.362 -0.963 0.668 -0.278 -2.285
H 5.568 1.541 -2.763 4.238 1.425 -3.941
H 4.870 1.735 -1.474 -0.602 0.879 1.948
H 3.778 1.310 -2.702 -0.150 0.711 -1.123
H 1.269 -1.468 -1.042 -2.380 0.651 -3.226
H 1.548 -1.039 0.403 -0.562 3.245 3.070
H 1.462 -2.769 0.202 1.281 2.348 -1.361
C -4.578 -1.368 -3.543 -2.816 2.836 -7.446
C -3.724 -0.855 -4.756 -5.510 -0.692 -5.466
O -4.339 -0.782 -6.024 3.962 -0.282 7.744
C -2.346 -0.521 -4.515 2.763 -3.589 0.949
H -5.667 -1.189 -3.799 1.253 -0.320 0.239
H -4.384 -0.983 -2.682 1.638 3.090 5.292
H -4.434 -2.331 -3.413 0.718 -5.060 0.185
H -1.885 -0.029 -5.279 0.906 1.197 -2.733
H -1.573 -1.564 -4.398 -2.662 2.753 -0.007
H -2.108 0.096 -3.679 -0.104 -0.098 1.485
C 1.957 1.088 3.059 -0.656 2.809 -2.752
C 3.270 0.612 2.463 3.424 3.002 -1.759
O 4.030 1.287 1.628 -4.026 -2.761 3.463
C 3.762 -0.675 3.017 -3.209 0.192 -0.749
H 1.090 0.611 2.550 0.411 0.250 -0.530
H 1.821 2.239 2.967 0.348 -1.867 -0.354
H 1.688 0.923 4.051 0.640 -0.899 2.083
H 2.846 -1.312 3.151 1.327 -0.290 -0.616
H 4.152 -0.575 3.957 0.340 1.028 3.071
H 4.644 -0.968 2.578 1.311 -1.536 -2.144
```
Positions in Å, forces in eV/Å.

Results
- HOMO energy (eV) = -3.68
- max |F| (hartree/bohr) = 0.2750
- gap between HOMO and LUMO (eV) = 5.538
- total charge = -1
- energy above the lowest of the compared OMol25 structures with the same formula, charge and spin (kcal per mole) = 38.1

---

Below is a structure of composition C30H68N6O5S3 at a distorted geometry, with properties calculated with ωB97M-V with the def2-TZVPD basis set.

```
112
Properties=species:S:1:pos:R:3:forces:R:3
O 8.061 -4.732 -0.930 -0.257 0.426 1.361
S 8.723 -4.035 0.133 0.558 -1.304 -0.916
O 9.930 -4.605 0.659 -0.445 1.238 -0.609
O 7.812 -3.791 1.528 -0.094 0.872 -1.572
C 8.095 -2.391 1.777 0.907 0.702 0.158
S 7.256 -1.729 3.270 -1.000 -0.592 0.203
C 7.852 -1.745 0.394 0.490 1.218 -1.241
C 8.174 -0.238 0.167 -0.024 0.091 0.026
C 7.111 0.751 0.760 -0.236 -0.458 0.267
S 5.844 1.302 -0.475 -0.437 -0.459 0.027
C 4.561 0.056 -0.354 -0.072 -0.669 -0.350
N 3.814 -0.519 -1.295 1.542 1.241 1.910
N 3.031 -1.400 -0.611 -0.914 -1.271 1.514
C 3.315 -1.385 0.672 0.575 1.207 -2.187
O 4.293 -0.433 0.883 -0.210 -0.359 0.193
O 8.830 -2.472 -0.442 -0.025 -1.728 2.154
H 9.173 -2.425 2.064 -0.532 0.775 -0.638
H 7.780 -0.487 3.488 0.349 -0.732 -0.757
H 6.906 -1.996 -0.156 0.170 0.239 1.447
H 9.194 0.009 0.554 -0.769 -0.314 -0.146
H 8.208 -0.081 -0.941 0.056 -0.211 0.921
H 6.537 0.312 1.607 0.524 0.302 -0.580
H 7.601 1.678 1.144 -0.475 -0.642 -0.512
H 2.910 -1.961 1.515 0.330 0.447 -0.670
C -3.031 -2.297 2.351 -0.084 0.033 -0.012
C -1.806 -1.406 2.200 -0.166 -0.022 0.013
N -1.540 -1.002 0.830 0.292 0.003 -0.260
C -0.228 -0.396 0.651 0.105 -0.090 0.069
C 0.048 0.929 1.367 0.133 0.144 -0.034
C -2.630 -0.336 0.134 -0.390 -0.194 0.008
C -3.199 0.944 0.753 -0.044 0.187 -0.136
H -2.962 -3.174 1.704 0.011 0.077 -0.036
H -3.109 -2.645 3.383 0.016 0.049 -0.024
H -3.955 -1.764 2.117 0.018 -0.041 -0.003
H -0.948 -1.979 2.565 0.139 0.149 -0.135
H -1.912 -0.539 2.869 -0.012 -0.012 0.144
H -0.034 -0.266 -0.418 -0.143 -0.050 0.006
H 0.522 -1.121 0.985 -0.143 -0.079 0.034
H -0.455 1.765 0.881 -0.034 0.003 0.080
H 1.120 1.145 1.336 -0.007 -0.017 -0.013
H -0.246 0.906 2.418 -0.032 -0.011 -0.035
H -3.453 -1.052 0.027 0.074 -0.029 0.104
H -2.325 -0.127 -0.896 0.224 -0.024 0.097
H -3.360 0.855 1.828 0.042 -0.029 -0.006
H -4.167 1.171 0.298 0.018 -0.013 0.000
H -2.552 1.801 0.565 -0.022 0.009 0.123
C 0.283 3.279 -3.300 -0.006 0.002 -0.083
C -1.033 3.324 -2.534 0.094 0.019 -0.125
N -1.574 4.666 -2.380 -0.078 0.218 0.262
C -2.664 4.739 -1.418 0.057 -0.086 0.201
C -3.952 3.978 -1.740 -0.223 0.028 0.073
C -1.774 5.418 -3.610 0.314 -0.001 -0.256
C -2.683 4.804 -4.676 -0.156 0.132 -0.138
H 1.025 3.939 -2.846 -0.073 0.031 -0.020
H 0.683 2.263 -3.286 -0.042 0.027 0.000
H 0.156 3.564 -4.346 0.029 0.005 0.033
H -0.838 2.914 -1.537 -0.191 0.114 0.068
H -1.749 2.644 -3.018 0.008 -0.120 -0.016
H -2.912 5.789 -1.234 0.086 0.015 -0.159
H -2.285 4.369 -0.459 0.093 -0.062 -0.082
H -4.539 4.480 -2.509 0.036 -0.077 -0.050
H -4.581 3.929 -0.848 0.037 -0.004 0.001
H -3.763 2.951 -2.058 0.033 0.039 -0.020
H -0.793 5.596 -4.064 0.001 -0.117 0.077
H -2.137 6.421 -3.366 -0.061 -0.119 0.219
H -2.482 3.743 -4.833 0.001 0.007 0.045
H -2.525 5.310 -5.631 0.019 -0.004 0.022
H -3.737 4.926 -4.424 0.016 -0.138 -0.020
C 0.129 0.507 5.916 0.047 -0.045 -0.068
C -0.013 -0.296 7.203 0.027 0.045 -0.159
N -0.963 -1.392 7.102 -0.294 -0.153 0.145
C -1.310 -1.977 8.390 -0.089 0.170 0.154
C -0.200 -2.675 9.179 -0.003 -0.174 0.133
C -0.727 -2.344 6.028 0.072 0.155 -0.383
C 0.623 -3.068 5.997 0.016 -0.207 -0.053
H -0.841 0.874 5.573 0.007 -0.082 0.011
H 0.772 1.372 6.090 -0.010 -0.047 0.010
H 0.583 -0.080 5.115 -0.036 0.029 -0.004
H -0.362 0.394 7.977 -0.073 -0.195 0.102
H 0.982 -0.642 7.517 0.094 0.066 0.021
H -2.140 -2.677 8.253 0.065 0.008 -0.169
H -1.718 -1.178 9.018 0.069 0.080 -0.102
H 0.050 -3.647 8.754 0.077 0.050 -0.017
H -0.538 -2.857 10.203 -0.009 0.024 -0.026
H 0.709 -2.075 9.242 -0.030 -0.005 -0.046
H -0.847 -1.818 5.075 0.030 0.084 0.094
H -1.527 -3.090 6.022 -0.032 0.089 0.232
H 1.463 -2.395 6.178 -0.033 0.020 0.028
H 0.774 -3.519 5.013 -0.019 0.015 0.007
H 0.662 -3.878 6.725 0.102 0.077 0.025
C -3.189 -1.285 -8.587 0.078 -0.054 0.020
C -3.637 -0.332 -7.487 0.077 -0.106 -0.074
N -4.211 -1.005 -6.333 -0.288 -0.030 0.217
C -4.891 -0.100 -5.417 -0.169 0.109 -0.132
C -4.047 0.957 -4.703 -0.023 0.119 0.244
C -3.377 -2.019 -5.702 0.178 -0.263 -0.247
C -1.998 -1.594 -5.189 0.062 -0.064 0.190
H -4.005 -1.942 -8.896 0.020 0.005 0.081
H -2.868 -0.714 -9.462 -0.002 0.001 0.053
H -2.344 -1.902 -8.275 -0.039 -0.004 -0.026
H -4.400 0.322 -7.920 -0.064 0.031 0.225
H -2.792 0.313 -7.209 0.062 0.069 -0.070
H -5.430 -0.687 -4.666 0.125 -0.120 -0.051
H -5.674 0.419 -5.981 0.086 -0.040 -0.110
H -3.446 0.524 -3.903 0.073 0.021 -0.059
H -4.703 1.698 -4.238 -0.002 -0.008 -0.031
H -3.386 1.496 -5.385 -0.005 -0.061 -0.007
H -3.233 -2.833 -6.419 -0.022 0.116 -0.059
H -3.933 -2.482 -4.882 -0.129 0.207 -0.024
H -1.460 -0.969 -5.903 -0.040 0.010 -0.007
H -1.386 -2.480 -5.008 -0.019 0.013 -0.013
H -2.068 -1.059 -4.241 0.064 0.076 -0.076
```
Positions in Å, forces in eV/Å.

Results
- HOMO energy (eV) = -8.03
- max |F| (hartree/bohr) = 0.0537
- gap between HOMO and LUMO (eV) = 7.902
- energy above the lowest of the compared OMol25 structures with the same formula, charge and spin (kcal per mole) = 32.4

---

Q: Among the records above, which one has the highest gap between HOMO and LUMO?
A: C30H68N6O5S3

---

Q: Which formula does entry 1 have?
A: C30H68N2O18P